Record 1
Density functional theory data (the ωB97M-V functional and the def2-TZVPD basis) for a molecular structure, C54H58Cl5N10Sn in a non-equilibrium geometry.

## Properties
Molecular weight   1143.1 g/mol
E_HOMO   -10.62 eV
Kohn-Sham gap   6.33 eV

Geometry as ORCA input:
```
! wB97M-V def2-TZVPD RIJCOSX def2/J DEFGRID3
* xyz 1 1
H -2.95524 3.66417 -3.46376
N 0.11041 -3.33096 -4.16254
H 0.01671 1.77399 -3.56813
C -2.54296 -4.45869 -0.77766
C -3.29758 -3.68459 1.76539
H -2.51188 -0.90360 -5.86636
H 5.17545 -1.50070 -4.41673
H 2.35874 2.24897 -1.45084
H 0.99139 0.88162 3.79741
C 4.30681 1.73641 -2.06160
H -3.28733 -6.43542 -0.13822
C 3.29252 2.57677 -1.88327
H -3.71170 -3.39281 2.71921
H 2.38414 -3.84398 1.91376
C -7.43307 -0.61754 -0.39503
C 1.44773 0.52476 -4.46641
C 0.43362 -4.69015 -4.19752
C -4.79981 3.81255 -2.36056
C -5.98502 -0.69929 1.53945
H -4.49427 -2.48177 -5.67967
Sn -2.12533 0.38710 1.94700
Cl -0.07115 2.20818 -5.89075
H 3.06626 2.84138 2.10064
C -2.79202 3.04879 -1.41207
Cl 2.88196 0.62434 -5.52145
C 6.60812 -1.14584 -1.57636
H 6.20501 1.41773 -3.03203
C 0.33276 1.65265 7.04698
H -8.13293 -0.89216 1.64194
C -6.29529 -0.48067 -1.17875
C 5.20138 -1.48215 -3.33720
H 0.13389 -5.19447 -5.10429
H 0.61397 6.13180 3.73203
H 1.76119 4.81395 -0.15375
C 1.07228 -5.29443 -3.12129
H 1.25951 -6.35722 -3.07863
C 1.12540 1.27674 6.00545
C 0.51747 1.20704 4.71168
C -1.51525 1.91242 5.62319
C 0.50258 -3.26143 4.70190
H -0.14437 -1.68901 -2.96581
C 5.54153 -1.39441 -0.63037
H 0.82141 -0.28290 -4.84524
H 6.13458 3.65153 -4.20171
C -0.30300 4.29512 3.02178
H -4.82219 -0.98149 -4.88802
N -4.87674 -0.50795 0.80789
H -5.13967 2.70497 0.83773
C 5.33136 2.04035 -2.90761
N -3.39895 2.73770 -0.22603
H 7.52062 -0.81249 -1.10454
C -7.26426 -0.70387 1.02846
C 0.27780 3.61086 0.87219
H -0.85713 4.06750 3.92040
N 4.33780 4.19990 -3.38952
C 4.28395 -1.71412 -1.10428
Cl -4.48962 -2.89467 -3.41632
Cl 0.39466 0.30841 -0.53897
Cl -2.40644 -0.11732 -3.60705
C 0.85651 -2.32741 2.10703
H 4.20787 0.87030 -1.42404
H 3.12333 -2.00088 -2.91026
H -5.34796 4.20558 -3.20403
H -6.21615 -0.35932 -2.24898
H 0.12945 2.93124 0.04605
C 3.16881 0.76459 2.43924
C -2.36627 -3.19181 -0.23214
C -2.72087 -1.35561 -4.89676
H -1.77017 2.69931 -1.42137
C 3.63052 -0.22719 3.34953
H 5.16967 1.56003 5.68431
C -0.13176 -2.11074 4.17866
H -1.58212 2.46138 7.70858
H 3.51697 -1.99717 -0.39857
C 0.55729 5.37468 2.96394
C -4.68685 3.05252 -0.07909
C 1.35186 5.58081 1.81670
H 5.70398 -1.33312 0.43558
C 3.32424 3.77754 -2.53615
H 1.77385 0.13008 -3.50413
C 4.09769 -1.75280 -2.51593
N -2.65817 -2.76033 1.03113
H -2.58188 2.07759 5.58544
H -3.94273 -5.77035 2.02339
C 4.20981 2.39296 3.90439
H -4.11685 -0.36275 -1.03657
C 3.46927 2.08898 2.76235
N -0.48921 3.43122 1.98181
C 1.46687 -3.85182 3.87703
C -5.06929 -0.44946 -0.53485
C 1.17874 4.69981 0.74855
C -3.43596 3.55325 -2.50304
C 0.26781 -2.68580 -3.01980
C -0.99642 2.05925 6.89517
N -0.03377 -1.64429 2.85622
H -0.85742 -1.69251 4.86050
C 4.60209 1.37928 4.78343
H -8.39085 -0.54312 -0.88850
N 6.44298 -1.20319 -2.89624
H -1.81387 -2.48925 -0.83852
C 0.74244 1.86776 -4.37598
C -3.44963 -5.03759 1.40184
H -6.48533 3.90784 -1.00265
H 2.49474 4.44086 -2.34038
H 3.40704 -1.27868 3.24554
C -5.43667 3.67208 -1.10812
H -5.82069 -0.84976 2.59621
H 0.78226 1.74180 8.02494
H 4.42285 3.44465 4.02664
C -3.10796 -5.39859 0.10507
H 0.28878 -3.59008 5.70822
H -2.08917 -4.64787 -1.73926
H 2.17230 1.04230 6.12966
H 1.80921 -5.03005 -1.11763
N 4.27984 0.07988 4.49207
H 0.91166 -2.06413 1.06107
C -4.17831 -1.85979 -4.84217
H 2.53720 0.57564 1.58381
H 2.04279 6.41088 1.82020
H 1.13100 -2.70269 -1.04602
C 1.63731 -3.40597 2.55936
C 0.91071 -3.28952 -1.92549
H 1.34647 2.75601 -4.19084
H -2.06183 -2.20912 -4.73776
H 1.98593 -4.75885 4.14953
N -0.81496 1.39232 4.55044
C 5.32675 3.28136 -3.58787
C 1.38444 -4.58381 -2.00467
*
```

Here are the Mulliken charges for atoms 1 to 8, given in e: 0.4962, -0.4656, -0.2133, -0.7047, -0.5095, 0.4385, 0.4571, 0.1484

Record 2
Density functional theory data (the ωB97M-V functional and the def2-TZVPD basis) for 10 unconnected molecules or ions with the total composition C54H59F7O6S3 in a non-equilibrium geometry.

## Properties
Molecular weight   1033.2 g/mol
E_HOMO   -9.00 eV
Kohn-Sham gap   9.22 eV

Geometry as ORCA input:
```
! wB97M-V def2-TZVPD RIJCOSX def2/J DEFGRID3
* xyz 0 1
F -4.86295 -1.22213 1.73878
H 0.91305 -4.45713 0.21078
S -4.21895 -3.33013 -1.42222
C -7.76895 0.34987 3.25378
H 1.15905 -2.18013 0.89878
C 0.16705 -3.95313 3.49978
C -6.17195 -1.06313 2.10578
C -4.19995 -3.74213 -3.13922
C -8.82495 -0.55513 2.96478
F -3.04595 -2.60713 4.31978
C 1.54705 -3.35713 -4.75222
H 3.10405 -0.94813 0.22578
H -5.55395 -1.35013 -3.17322
F 3.76005 1.38887 -4.74922
C 3.65705 -3.81013 -1.55622
O -2.93695 -3.56113 -0.80322
H 0.78705 -4.29313 2.46778
H 5.97205 3.69787 0.79878
C -0.27495 -1.66313 -4.93822
C -4.40695 -1.65213 -1.52622
C 0.26605 3.45987 -4.03622
H 0.86305 4.97787 -5.23622
O -5.44295 -3.83913 -0.86122
H -3.61595 -1.23613 -0.75422
H -4.34795 -0.35413 -3.17722
C -1.92995 3.89587 -0.58922
H 2.58505 -5.53913 -1.37422
C 5.17905 5.48887 0.03278
H -1.98295 -1.02413 2.43278
H 3.85705 5.03187 -2.68722
C -6.48695 0.14687 2.74878
C 1.17805 3.98987 -4.93022
H -0.88795 -0.76813 -4.69922
H 2.51405 -0.70713 3.49778
H 1.12405 -1.76513 -3.36622
H -0.22795 -4.12413 -7.37422
H -9.47995 -2.20513 1.83978
H -0.04495 5.60087 1.77478
F 0.42905 -0.51113 -1.17222
F -2.19595 2.65487 -1.01222
C 3.07605 0.07187 4.07378
C -0.75695 5.42287 0.99078
H -1.73895 -1.37413 0.38078
C 2.67605 -0.12513 5.44178
H -5.70295 0.83787 3.18278
H 3.94805 6.93687 -0.88522
H 1.87105 0.55987 -3.20522
H 4.62005 -1.74613 -1.43522
H -2.71595 -2.32913 -3.47922
C 0.01805 -0.17713 0.09878
C 0.50505 2.19587 -3.42322
C 2.48805 1.94687 -4.71022
C 1.77105 -2.73313 0.29478
H 3.40005 -1.28113 7.00578
H -3.29495 4.83687 -1.94022
C 5.69205 4.12987 -0.24222
H -5.07495 -4.27413 -3.62422
C 1.62005 1.47987 -3.82222
H 5.31405 6.29487 -2.03622
H -1.52595 -3.57213 2.50278
H 4.33905 -1.18813 3.08078
O 3.58005 2.91887 -0.15322
C 2.61605 -4.52913 -1.06422
C 0.08005 -3.49413 5.87278
C 3.85005 -2.52713 -1.09322
H -0.64595 0.77687 3.85778
C 0.78405 0.79587 0.71278
H 1.36405 1.34187 0.09178
C -2.24495 6.37587 -0.67222
H 3.25705 3.73187 -5.94722
H -2.88295 7.16187 -1.15122
H -3.30195 -4.45313 -3.40722
C -1.36695 6.62387 0.44178
H 0.58905 -3.66013 6.86078
C -3.73595 -2.38413 -3.62522
C 0.04105 -3.40213 -6.67022
C -8.56195 -1.60913 2.16078
C 0.53305 1.17687 1.97178
C -0.41795 0.46687 2.76078
H -1.81695 -2.82613 6.55078
H 4.87805 0.36087 3.55478
F 4.54405 -4.41013 -2.38822
C 4.55705 6.03987 -1.16922
C -1.09295 -0.74313 0.74078
C -1.78595 -3.08913 4.48378
C -7.16895 -2.00713 1.87278
H -0.67695 3.92587 -3.66522
C 2.34605 3.32687 -5.27722
C 2.80305 -1.99113 -0.19822
C 3.51705 -1.32813 5.92478
H 2.95605 1.04187 3.71778
C 0.93405 -3.77613 4.72478
C 1.70605 -4.03713 -0.23722
C -1.09495 -3.58913 3.35078
H -7.87895 1.11487 3.96978
C -1.27095 -0.42313 2.07978
H 6.43605 4.53787 -0.81822
C -2.51995 5.01987 -1.08322
O 5.82905 -2.25813 5.10978
C -1.25795 -3.12413 5.79978
F 1.68705 -5.05313 -6.37322
H -1.44295 -1.94513 -6.61622
C -0.55695 -2.36013 -6.17422
H -5.35895 -1.38113 -0.97022
C -1.04495 4.12187 0.52178
H -0.28595 1.65787 -3.06322
H 4.34805 5.48887 0.75178
C 4.32505 -0.43713 3.77078
C 0.78705 -2.23813 -4.29122
H -1.26195 7.79887 0.77278
H 1.25905 1.95587 2.41578
H -0.70595 3.41487 1.13578
C 1.15405 -3.90313 -6.00222
H 2.94105 -2.12213 5.86878
H 2.31405 -3.50113 -4.03722
H -3.81895 -2.25513 -4.60622
C -4.48695 -1.34313 -2.97022
H 2.79405 0.75387 6.16378
O 5.58505 0.09087 5.89278
O 4.88005 2.70187 -2.30922
S 4.35505 3.43987 -1.17022
H -9.73295 -0.32913 3.39378
H 5.91905 6.11987 0.50078
H 2.73305 4.84587 -1.39622
H 1.57005 -0.34313 5.46378
C 3.72605 4.95087 -1.76022
S 5.05505 -1.03713 5.23578
H 1.93505 -4.05413 4.80578
H -6.82995 -2.89313 1.32478
*
```

Here are the Mulliken charges for atoms 1 to 8, given in e: -0.0479, 0.7898, 1.0871, -0.3217, 1.2603, 0.0384, 0.4066, -0.7780

Record 3
Density functional theory data (the ωB97M-V functional and the def2-TZVPD basis) for a molecular structure, C54H65BrN2O3PtSSb2 in a non-equilibrium geometry.

## Properties
Molecular weight   1340.7 g/mol
E_HOMO (alpha / beta)   -6.57 / -7.68 eV
<S²>   6.034
Kohn-Sham gap (alpha / beta)   7.19 / 4.12 eV

Geometry as ORCA input:
```
! wB97M-V def2-TZVPD RIJCOSX def2/J DEFGRID3
* xyz 0 5
H -2.44308 3.54664 -1.80532
H -2.64135 -2.66236 1.38886
H -2.46703 4.63638 3.99669
O 3.16152 -0.40257 4.68473
N -0.80933 0.81549 2.01750
C -0.76045 1.16989 -5.71975
H -0.37938 -2.38003 3.63686
H -6.03366 -0.01195 -4.63006
C -2.35571 -1.60386 3.23131
H -1.46085 5.30405 2.71299
C 2.01009 -6.48373 1.71001
S 1.82219 -0.09939 4.25600
H -3.68837 1.23301 -0.49119
H -1.25251 -1.54037 1.37994
Br 3.70357 -0.13034 1.81986
C -3.60558 0.05665 -2.27168
H -1.39108 2.25658 -0.94325
C -1.96716 4.49436 -2.05040
H -2.01793 3.13893 5.73716
C -2.12844 -0.22738 3.82960
H 1.99735 3.49711 -5.13256
C 4.08470 2.12885 -0.64952
C 0.75039 3.86046 -3.42874
H -2.91547 -0.92749 1.25369
C 0.52815 0.75384 -6.00264
H 0.67975 4.84460 3.84163
C -2.03266 2.19896 5.20604
C 1.22087 -0.00390 -5.07515
H 1.17294 -0.93052 -3.14727
H 0.24682 4.69327 -3.89941
C 2.50993 2.28467 -3.43607
O 1.64344 1.24388 3.67498
H 3.37347 1.85780 -3.91592
H -3.38022 -1.88378 3.51487
C 3.23547 -2.94584 -0.83543
H 4.52872 2.79602 -1.38594
C 1.10036 -4.36276 1.03880
H -5.84441 2.27797 -1.03234
H -1.98428 4.59776 -3.13344
Sb -1.61876 -0.70021 -1.79003
C 3.17887 1.10853 -1.35448
C -1.90743 4.38896 3.09684
C -6.06588 1.22076 -2.88287
H 4.87758 1.61781 -0.11239
H -1.63857 -3.62811 3.56877
H -1.30212 1.77954 -6.42733
C -1.97397 -2.71947 -2.56375
H 1.34320 0.60485 6.44236
C -2.68612 1.12116 5.77244
H 0.56256 -3.07939 -2.69732
Pt 1.30542 0.38784 1.48079
C 0.39295 3.53206 -2.12415
Sb 1.24181 -2.48141 -0.07392
H -0.12269 5.52808 -1.91244
C 0.84422 -0.08794 5.77945
H -3.04663 -2.90539 -2.51130
H -3.17480 1.20569 6.73224
H 0.62358 -7.92097 2.48136
H -1.59994 -3.72890 -0.71191
C -1.40354 1.44634 1.01250
H 0.85759 -1.08560 6.19433
H -0.18557 4.27777 5.27196
C -2.73650 -0.06468 5.07192
C -4.19124 0.97249 -1.41178
C 0.61621 -0.36353 -3.88415
H -0.29321 3.11681 2.46112
H 2.23719 -0.30795 -5.27666
H 4.70935 0.62829 -2.83211
H -1.00388 -4.14470 1.34211
H 3.17627 -4.89556 0.89617
C -0.52810 4.58570 -1.51805
H 3.51981 2.72045 0.06590
C 0.28215 -3.56458 -1.76556
C 2.18532 -5.21199 1.18892
C 1.75111 3.21505 -4.12024
H 0.77801 -4.53383 -1.72348
C -1.40902 -2.61399 3.89128
H -1.45873 -4.74926 -2.12697
C 4.04569 0.12651 -2.13185
C -0.50797 4.75135 -0.00129
H 4.84314 -3.88230 -3.65812
H -2.46185 1.68848 1.12761
C -0.32889 -6.07224 1.95699
H -1.66185 -2.76372 -3.60742
H 6.37624 -3.45918 0.30824
H 3.43874 -0.59387 -2.67350
C 1.02206 2.40958 -1.50643
N 0.54728 1.77422 -0.37255
H -2.56199 5.29759 -1.61912
C -1.43315 0.86243 3.26907
H -7.00390 1.69579 -3.13189
C 4.69844 -3.64500 -2.61401
H -3.85650 -1.03007 -4.09759
C 4.30626 -3.01152 0.04530
H -0.15915 0.23822 5.55483
H 2.61649 0.54015 -0.60064
C 5.75739 -3.72733 -1.72725
H -1.31492 -6.40189 2.25222
C -0.77433 1.84187 -0.15464
H 1.02911 3.24348 4.50039
C -0.15305 -4.80089 1.43736
H 2.86291 -7.13830 1.81094
C 0.75410 -6.92302 2.08890
C -5.51089 0.27400 -3.72854
C -1.36631 0.80485 -4.52983
H -2.37318 1.13579 -4.31607
C 0.24173 3.96961 4.32048
C -0.80949 3.35832 3.39206
H -1.50777 -2.57062 4.97415
H -2.61158 4.01283 2.35686
H 4.17556 -2.74351 1.08291
H 6.73192 -4.03704 -2.07718
O 1.22718 -1.11090 3.35246
H -1.16027 4.04029 0.49238
C 5.55928 -3.40426 -0.39568
C -4.28815 -0.30113 -3.42468
H 4.66107 -0.40894 -1.41213
C 3.44434 -3.25679 -2.17115
C -0.68942 0.01298 -3.61592
H 0.99545 1.02697 -6.93750
C -2.28034 -1.68525 1.71338
H -3.28544 -0.89844 5.48765
C -5.40906 1.55745 -1.71195
H -0.85528 5.75512 0.24213
H 0.50247 4.63300 0.38451
C -1.22678 -3.75045 -1.73818
H 2.63841 -3.20309 -2.88806
C 2.19031 1.90712 -2.14875
C -1.42131 2.10014 3.96612
*
```

Here are the Mulliken charges for atoms 1 to 8, given in e: 0.2567, 0.7768, 0.4284, -0.5285, 0.4076, -0.9942, 0.0221, 0.4218